Entry 1:
{"formula": "C4H7N2O", "method": "wB97M-V/def2-TZVPD", "total_charge": 1, "lumo_energy_ev": -4.506, "gap_ev": 9.56, "symbols": ["C", "C", "C", "C", "N", "N", "O", "H", "H", "H", "H", "H", "H", "H"], "positions_angstrom": [[2.514, -0.153, 0.452], [3.486, -0.589, -0.344], [0.856, 1.601, -0.149], [-2.510, 0.481, 0.132], [1.644, 0.805, 0.103], [-3.385, -0.495, -0.066], [-1.322, 0.433, -0.162], [2.328, -0.545, 1.443], [3.647, -0.198, -1.335], [4.152, -1.364, -0.006], [0.118, 2.322, -0.391], [-2.950, 1.374, 0.599], [-3.099, -1.359, -0.503], [-4.352, -0.392, 0.192]], "nbo_charge": [-0.1279, -0.2260, 0.5004, 0.5444, -0.2114, -0.7725, -0.7002, 0.2607, 0.2271, 0.2427, 0.3048, 0.1281, 0.4142, 0.4156]}


Entry 2:
{"formula": "C20H60O10", "method": "wB97M-V/def2-TZVPD", "lumo_energy_ev": 0.382, "smiles": "CCO.CCO.CCO.CCO.CCO.CCO.CCO.CCO.CCO.CCO", "gap_ev": 10.19, "symbols": ["C", "C", "O", "H", "H", "H", "H", "H", "H", "C", "C", "O", "H", "H", "H", "H", "H", "H", "C", "C", "O", "H", "H", "H", "H", "H", "H", "C", "C", "O", "H", "H", "H", "H", "H", "H", "C", "C", "O", "H", "H", "H", "H", "H", "H", "C", "C", "O", "H", "H", "H", "H", "H", "H", "C", "C", "O", "H", "H", "H", "H", "H", "H", "C", "C", "O", "H", "H", "H", "H", "H", "H", "C", "C", "O", "H", "H", "H", "H", "H", "H", "C", "C", "O", "H", "H", "H", "H", "H", "H"], "positions_angstrom": [[3.428, 10.526, 11.954], [1.870, 10.424, 12.197], [1.520, 9.141, 12.664], [3.929, 9.602, 11.664], [3.972, 10.763, 12.868], [3.668, 11.387, 11.330], [1.217, 10.511, 11.329], [1.540, 11.119, 12.970], [2.163, 8.773, 13.274], [4.672, 4.983, 4.487], [5.367, 6.107, 5.320], [4.462, 6.504, 6.353], [4.757, 4.051, 5.047], [5.347, 4.941, 3.633], [3.679, 5.285, 4.155], [5.635, 6.968, 4.708], [6.271, 5.745, 5.809], [4.790, 6.245, 7.217], [3.808, 12.212, 5.228], [2.447, 12.526, 4.476], [2.678, 12.666, 3.123], [3.574, 12.132, 6.289], [4.520, 13.016, 5.040], [4.227, 11.294, 4.816], [2.148, 13.487, 4.895], [1.738, 11.770, 4.813], [1.842, 12.854, 2.690], [0.265, 8.910, 7.380], [1.056, 7.644, 7.592], [1.500, 7.142, 6.318], [0.053, 9.463, 8.294], [-0.588, 8.679, 6.741], [1.024, 9.538, 6.912], [0.472, 6.894, 8.125], [1.982, 7.849, 8.129], [2.445, 6.975, 6.343], [8.780, 13.847, 9.320], [7.360, 14.106, 9.919], [6.400, 13.338, 9.250], [8.932, 14.279, 8.331], [9.061, 12.794, 9.342], [9.495, 14.335, 9.981], [7.146, 15.173, 9.974], [7.419, 13.815, 10.968], [5.532, 13.563, 9.594], [7.454, 10.661, 11.801], [7.973, 9.755, 12.891], [7.882, 8.361, 12.720], [7.499, 11.690, 12.160], [6.399, 10.399, 11.721], [7.826, 10.611, 10.778], [7.459, 9.918, 13.839], [8.975, 10.000, 13.244], [8.547, 8.113, 12.073], [5.312, 9.284, 8.765], [5.927, 9.490, 7.367], [6.825, 10.617, 7.456], [5.992, 9.302, 9.616], [4.750, 8.354, 8.676], [4.506, 9.957, 9.055], [5.153, 9.683, 6.624], [6.372, 8.650, 6.834], [6.300, 11.405, 7.611], [9.548, 7.856, 8.496], [10.287, 8.322, 9.731], [9.826, 7.407, 10.739], [8.477, 7.775, 8.680], [9.992, 6.981, 8.021], [9.732, 8.520, 7.652], [9.991, 9.304, 10.100], [11.375, 8.380, 9.688], [10.188, 6.527, 10.607], [7.391, 9.259, 3.865], [7.810, 9.394, 2.384], [9.101, 8.859, 2.203], [6.311, 9.226, 4.004], [7.801, 10.145, 4.350], [7.882, 8.401, 4.323], [7.713, 10.463, 2.193], [7.210, 8.795, 1.698], [9.089, 7.958, 1.872], [6.722, 16.373, 5.062], [7.232, 15.379, 6.102], [6.074, 14.955, 6.801], [7.522, 17.010, 4.685], [6.021, 17.036, 5.569], [6.261, 15.929, 4.180], [7.898, 15.838, 6.833], [7.653, 14.480, 5.652], [6.364, 14.376, 7.510]], "mulliken_charge": [-1.0777, -0.2892, -0.5443, 0.3853, 0.4807, 0.2937, 0.2227, 0.2424, 0.2950, -1.1240, -0.0016, -0.4432, 0.2869, 0.3724, 0.3027, -0.0553, 0.3743, 0.2325, -0.6369, -0.4377, -0.5224, 0.3072, 0.2495, 0.1121, 0.2878, 0.3048, 0.3130, -0.7984, 0.0960, -0.5333, 0.3063, 0.2902, 0.0445, 0.2518, 0.0090, 0.3850, -0.8229, -0.3582, -0.3373, 0.2028, 0.1028, 0.4122, 0.3294, 0.3264, 0.1795, 0.0324, -0.7868, -0.5464, 0.1887, -0.1711, 0.2103, 0.3648, 0.3867, 0.3210, -0.8392, 0.2309, -0.3614, -0.0395, 0.2808, 0.4445, -0.0879, 0.1725, 0.1314, -0.9586, -0.1042, -0.5805, 0.1953, 0.4264, 0.3479, 0.0752, 0.3116, 0.2978, -0.4827, -0.5172, -0.5458, 0.1461, 0.2755, 0.2617, 0.2650, 0.3225, 0.2972, -1.3072, 0.0421, -0.5234, 0.3738, 0.3016, 0.3150, 0.2857, 0.2572, 0.2737]}


Entry 3:
{"formula": "C7H21ClI2N5P2Sm", "method": "wB97M-V/def2-TZVPD", "s2": 8.791, "total_charge": 2, "lumo_energy_ev": [-9.492, -7.704], "multiplicity": 6, "gap_ev": [3.03, 4.89], "symbols": ["I", "I", "Sm", "P", "C", "C", "H", "H", "H", "H", "H", "H", "C", "H", "H", "H", "P", "C", "C", "H", "H", "H", "C", "H", "H", "H", "H", "H", "H", "Cl", "N", "N", "N", "C", "N", "N", "H", "H", "H"], "positions_angstrom": [[3.424, 1.375, 1.927], [2.370, -0.763, 2.823], [-1.128, 0.815, -0.351], [-3.585, -0.040, -0.964], [-4.439, 0.058, 0.617], [-4.225, 1.376, -1.881], [-5.280, 1.218, -2.172], [-5.324, -1.331, -2.023], [-3.632, 1.525, -2.800], [-3.683, -1.674, -2.690], [-4.495, 1.107, 0.970], [-4.180, 2.308, -1.277], [-4.252, -1.476, -1.755], [-5.480, -0.353, 0.579], [-4.173, -2.369, -1.115], [-3.857, -0.504, 1.387], [4.173, 0.511, -1.103], [5.912, 0.944, -0.218], [4.157, -1.288, -1.859], [3.811, 0.873, -3.543], [5.520, 0.636, -3.167], [4.801, 2.202, -2.728], [4.608, 1.113, -2.800], [3.249, -1.342, -2.401], [5.105, -1.451, -2.446], [6.666, 1.321, -0.916], [6.152, 0.062, 0.392], [4.103, -2.008, -1.037], [5.778, 1.702, 0.557], [-0.390, -0.460, -2.384], [-1.947, -1.766, 4.485], [-1.696, -0.613, 3.767], [-0.497, 0.027, 4.075], [-0.494, 0.878, 3.036], [-1.139, 0.424, 1.961], [-1.958, -0.558, 2.462], [-2.860, -2.175, 4.262], [-1.482, -1.886, 5.369], [0.366, 1.584, 2.963]], "mulliken_charge": [0.0760, 0.0259, 1.5773, 0.5160, -1.0900, -1.1749, 0.3632, 0.3996, 0.4179, 0.3409, 0.3739, 0.4230, -1.0664, 0.3666, 0.3550, 0.3887, 0.4309, -1.1421, -1.0188, 0.3365, 0.3692, 0.3516, -1.2346, 0.3167, 0.3129, 0.3297, 0.3620, 0.3223, 0.3176, -0.3917, -0.5641, 0.6777, -0.4289, -0.5100, -0.1217, -0.1444, 0.2717, 0.2970, 0.5675]}


Entry 4:
{"formula": "C44H25F9N4O6PTc", "method": "wB97M-V/def2-TZVPD", "s2": 0.756, "total_charge": 1, "lumo_energy_ev": [-5.907, -5.606], "multiplicity": 2, "gap_ev": [4.87, 5.18], "symbols": ["Tc", "O", "C", "O", "C", "C", "C", "C", "C", "N", "C", "O", "O", "H", "H", "H", "O", "C", "O", "C", "C", "C", "N", "C", "C", "C", "C", "C", "C", "C", "N", "C", "C", "C", "C", "C", "N", "H", "H", "H", "H", "H", "H", "H", "H", "H", "H", "F", "C", "F", "F", "C", "C", "C", "C", "C", "C", "P", "C", "C", "C", "C", "C", "C", "C", "F", "F", "F", "C", "C", "C", "C", "C", "C", "C", "F", "F", "F", "H", "H", "H", "H", "H", "H", "H", "H", "H", "H", "H", "H"], "positions_angstrom": [[1.401, -1.972, 0.705], [4.865, -4.059, 0.911], [3.735, -3.741, 0.751], [3.204, -2.530, 1.085], [2.686, -4.608, 0.145], [2.842, -5.893, -0.321], [1.737, -6.520, -0.888], [0.521, -5.847, -0.960], [0.462, -4.564, -0.467], [1.523, -3.971, 0.066], [-0.713, -3.647, -0.455], [-1.797, -3.946, -0.838], [-0.373, -2.435, 0.058], [3.807, -6.373, -0.235], [1.823, -7.527, -1.275], [-0.371, -6.292, -1.384], [2.826, 4.533, 1.996], [2.876, 3.657, 2.878], [3.187, 3.604, 4.080], [2.446, 2.268, 2.336], [1.856, 1.321, 3.194], [1.484, 0.119, 2.684], [1.718, -0.154, 1.370], [2.349, 0.719, 0.532], [2.699, 1.947, 0.992], [2.589, 0.173, -0.835], [3.205, 0.889, -1.830], [3.382, 0.306, -3.075], [2.937, -0.988, -3.295], [2.339, -1.661, -2.256], [2.170, -1.101, -1.051], [0.854, -1.019, 3.415], [0.413, -0.925, 4.714], [-0.126, -2.047, 5.329], [-0.212, -3.238, 4.627], [0.228, -3.265, 3.322], [0.739, -2.183, 2.718], [1.748, 1.578, 4.241], [3.158, 2.702, 0.365], [3.544, 1.898, -1.641], [3.863, 0.861, -3.869], [3.051, -1.470, -4.257], [1.979, -2.676, -2.375], [0.496, 0.014, 5.246], [-0.475, -1.988, 6.353], [-0.621, -4.133, 5.077], [0.171, -4.167, 2.726], [-3.525, 5.643, 3.439], [-2.809, 4.612, 3.904], [-3.531, 4.008, 4.865], [-1.706, 5.105, 4.486], [-2.447, 3.639, 2.814], [-1.963, 2.393, 3.173], [-1.551, 1.512, 2.183], [-1.626, 1.861, 0.835], [-2.156, 3.104, 0.492], [-2.556, 3.996, 1.478], [-1.035, 0.621, -0.385], [-2.596, 0.129, -1.207], [-3.189, 0.819, -2.268], [-4.375, 0.368, -2.819], [-4.978, -0.780, -2.318], [-4.417, -1.462, -1.257], [-3.226, -1.003, -0.704], [-6.247, -1.263, -2.964], [-6.673, -2.416, -2.430], [-6.067, -1.464, -4.281], [-7.233, -0.362, -2.831], [-0.228, 1.682, -1.652], [-0.087, 1.204, -2.960], [0.672, 1.893, -3.896], [1.329, 3.057, -3.528], [1.208, 3.549, -2.238], [0.444, 2.860, -1.304], [2.188, 3.784, -4.528], [3.214, 4.408, -3.926], [2.715, 2.928, -5.431], [1.501, 4.704, -5.212], [-1.916, 2.115, 4.220], [-1.177, 0.530, 2.457], [-2.265, 3.383, -0.550], [-2.957, 4.965, 1.211], [-2.733, 1.715, -2.667], [-4.836, 0.903, -3.641], [-4.890, -2.355, -0.871], [-2.773, -1.553, 0.114], [-0.582, 0.283, -3.254], [0.762, 1.519, -4.909], [1.714, 4.465, -1.954], [0.376, 3.251, -0.295]], "mulliken_charge": [-0.6650, -0.5578, -0.1137, -0.4156, 0.8924, -0.7279, -0.4965, -0.7712, 0.4038, 1.0072, 0.0125, -0.5527, -0.1169, 0.5819, 0.4816, 0.6216, -0.6755, 0.2525, -0.6970, -0.4006, -0.8057, 0.4330, 0.9612, 0.5036, -0.9755, 0.6592, -0.7664, -0.7801, -1.0666, -0.2927, 1.0311, 0.5606, -0.8420, -0.6387, -1.0398, -0.1313, 0.5669, 0.7150, 0.7268, 0.6985, 0.5027, 0.4829, 0.4921, 0.5111, 0.4762, 0.4632, 0.4755, -0.2746, 0.8220, -0.2689, -0.2348, 0.1613, -1.1077, -0.2973, -0.0045, -0.0504, -1.0175, 1.7412, 0.5472, -0.3949, -1.2463, 0.3466, -0.9822, -0.3035, 0.7301, -0.2817, -0.2550, -0.2501, -0.0314, -0.7567, -1.1087, 0.6196, -1.3215, -0.5361, 0.7606, -0.2699, -0.2676, -0.2617, 0.4927, 0.4049, 0.4322, 0.5085, 0.4356, 0.4202, 0.4961, 0.3223, 0.6837, 0.4824, 0.5520, 0.5797]}